Formula: C5H6O2
Source: the Open Molecules 2025 dataset
Level of theory: wB97M-V/def2-TZVPD

Atoms and positions in Å:
C  1.71  -0.02  -0.47
C  -0.59  -0.03  0.31
C  -0.20  0.01  -0.88
O  2.13  1.20  -0.07
O  2.10  -1.01  0.41
C  -2.52  0.03  -0.13
C  -3.43  0.32  0.63
H  2.30  1.16  0.88
H  1.67  -1.84  0.17
H  2.02  -0.22  -1.50
H  -0.42  -0.10  1.37
H  -0.42  0.08  -1.92
H  -4.33  0.42  1.20

Output
E_LUMO (eV): 0.34
2S+1: 1



Formula: C4H9NO
Source: the Open Molecules 2025 dataset
Level of theory: wB97M-V/def2-TZVPD

Atoms and positions in Å:
C  -0.02  -1.58  0.36
C  0.06  -0.08  0.22
C  -0.96  0.71  -0.16
N  -2.27  0.33  -0.35
C  1.41  0.53  0.38
O  1.70  1.29  -0.86
H  -0.98  -1.99  0.02
H  0.77  -2.05  -0.23
H  0.12  -1.88  1.40
H  -0.79  1.77  -0.24
H  -2.43  -0.66  -0.46
H  -2.78  0.89  -1.02
H  1.43  1.25  1.20
H  2.17  -0.24  0.53
H  2.57  1.70  -0.81

Output
E_LUMO (eV): 1.02
2S+1: 1
SMILES string: C/C(=C\N)CO



Formula: C20H35BF2N4SV
Source: the Open Molecules 2025 dataset
Level of theory: wB97M-V/def2-TZVPD

Atoms and positions in Å:
V  -0.42  0.27  -0.74
C  -1.23  1.31  1.06
C  0.07  0.83  1.36
C  0.03  -0.60  1.36
C  -1.32  -0.95  1.05
C  -2.09  0.20  0.81
C  -3.57  0.24  0.58
C  -3.84  0.99  -0.71
C  -4.18  1.00  1.77
C  -4.23  -1.15  0.45
C  1.11  -1.68  1.62
C  1.87  -1.50  2.97
C  2.15  -1.77  0.51
C  0.49  -3.08  1.65
C  1.15  1.84  1.68
C  2.57  1.52  1.16
C  0.79  3.19  1.04
C  1.24  2.06  3.17
H  -1.56  2.35  1.06
H  -1.63  -1.94  0.84
H  -3.56  2.04  -0.66
H  -4.88  0.98  -1.00
H  -3.28  0.54  -1.53
H  -3.75  1.98  1.87
H  -3.96  0.45  2.72
H  -5.28  1.05  1.74
H  -3.79  -1.73  -0.37
H  -5.32  -1.05  0.33
H  -4.02  -1.76  1.34
H  2.45  -0.57  2.97
H  2.54  -2.35  3.08
H  1.19  -1.49  3.84
H  2.55  -0.80  0.23
H  1.69  -2.27  -0.38
H  2.97  -2.42  0.88
H  -0.34  -3.13  2.36
H  1.24  -3.83  1.98
H  0.11  -3.36  0.64
H  2.61  1.34  0.06
H  3.05  0.65  1.67
H  3.21  2.36  1.40
H  0.40  3.05  0.04
H  1.63  3.88  1.01
H  -0.02  3.63  1.57
H  1.52  1.13  3.66
H  0.28  2.42  3.53
H  2.00  2.78  3.46
C  3.17  -0.46  -4.55
C  1.89  -1.14  -4.26
N  1.29  -1.94  -5.07
N  0.14  -2.28  -4.42
C  0.02  -1.68  -3.22
S  -1.17  -1.67  -2.09
N  1.17  -0.99  -3.12
N  1.48  -0.21  -2.05
H  3.57  -0.75  -5.55
H  3.95  -0.69  -3.81
H  3.04  0.61  -4.51
H  -0.59  -2.78  -4.86
H  2.32  -0.55  -1.63
H  1.66  0.74  -2.34
F  0.74  2.22  -3.16
B  -0.24  1.95  -2.24
F  -1.09  2.94  -2.26

Output
E_LUMO (spin up / spin down) (eV): 0.25 / 0.25
2S+1: 4
⟨S²⟩: 3.770



Formula: C4H11N2S
Source: the Open Molecules 2025 dataset
Level of theory: wB97M-V/def2-TZVPD

Atoms and positions in Å:
C  -1.29  0.18  -0.87
N  -0.04  0.81  -1.22
C  0.93  -0.20  -0.94
C  1.71  -0.20  0.43
S  3.35  -0.93  0.21
C  -3.18  0.25  1.42
N  -4.14  1.05  0.53
H  -1.38  -0.95  -0.97
H  -2.10  0.63  -1.35
H  -1.02  0.74  0.06
H  0.53  -1.29  -1.10
H  1.74  -0.23  -1.84
H  1.81  0.86  0.72
H  1.16  -0.72  1.20
H  -3.56  -0.83  1.43
H  -3.35  0.71  2.36
H  -3.34  0.80  -0.06
H  -3.92  1.89  0.85

Output
E_LUMO (eV): 1.16
2S+1: 1
Net charge: -1



Formula: C17H22BCl2MoN8
Source: the Open Molecules 2025 dataset
Level of theory: wB97M-V/def2-TZVPD

Atoms and positions in Å:
Mo  0.03  -0.24  0.06
C  -0.73  -3.21  -1.89
C  -1.52  -2.81  -0.70
C  -2.51  -3.51  -0.08
C  -2.96  -2.73  0.99
N  -2.27  -1.59  1.07
N  -1.34  -1.60  0.01
B  -2.41  -0.28  1.93
N  -1.09  -0.10  2.73
C  -0.80  -0.01  4.02
C  0.56  0.25  4.18
C  1.10  0.30  2.92
C  2.51  0.55  2.51
N  0.08  0.05  2.01
N  -2.51  0.92  0.96
C  -3.51  1.77  0.69
C  -3.08  2.72  -0.22
C  -1.78  2.40  -0.54
C  -0.86  3.16  -1.43
N  -1.43  1.26  0.16
N  -3.61  -0.27  2.90
C  -3.95  0.82  3.76
C  -5.03  0.46  4.47
C  -5.35  -0.86  4.04
C  -6.41  -1.75  4.44
N  -4.42  -1.26  3.06
H  -0.77  -4.29  -1.99
H  0.32  -2.91  -1.84
H  -1.17  -2.79  -2.80
H  -2.88  -4.48  -0.36
H  -3.75  -2.92  1.70
H  -1.55  -0.14  4.78
H  1.09  0.38  5.12
H  3.00  1.16  3.26
H  2.58  1.06  1.55
H  3.06  -0.39  2.45
H  -4.47  1.67  1.17
H  -3.65  3.56  -0.60
H  -1.16  4.20  -1.42
H  -0.93  2.82  -2.47
H  0.17  3.13  -1.09
H  -3.36  1.73  3.76
H  -5.56  1.04  5.21
H  -7.09  -1.31  5.17
H  -5.97  -2.67  4.86
H  -6.97  -2.11  3.56
Cl  -0.23  0.03  -2.43
C  1.24  0.39  -1.60
Cl  1.73  -1.68  0.26
H  1.41  1.46  -1.44
H  2.09  -0.20  -1.91

Output
E_LUMO (spin up / spin down) (eV): -16.27 / -16.27
2S+1: 2
Net charge: +4
⟨S²⟩: 0.756



Formula: C34H53N2O2P2Pt
Source: the Open Molecules 2025 dataset
Level of theory: wB97M-V/def2-TZVPD

Atoms and positions in Å:
C  -1.26  -1.45  -1.97
C  0.76  -2.52  -1.21
C  -1.47  -2.41  -2.95
C  0.51  -3.57  -2.16
C  -0.57  -3.51  -3.02
H  -2.33  -2.34  -3.62
H  1.22  -4.39  -2.21
H  -0.73  -4.30  -3.76
N  -0.21  -1.50  -1.10
P  -2.39  0.02  0.05
P  2.32  -0.91  0.35
C  -2.24  -0.31  -1.78
H  -1.84  0.62  -2.23
H  -3.20  -0.53  -2.28
C  1.92  -2.46  -0.43
H  2.69  -3.23  -0.60
C  3.47  0.04  -0.89
C  3.35  -1.31  1.91
C  -3.34  1.66  0.26
C  -3.48  -1.47  0.62
C  3.50  1.54  -0.52
H  4.14  1.73  0.36
H  3.91  2.12  -1.37
H  2.50  1.92  -0.28
C  4.91  -0.49  -0.98
H  5.50  -0.30  -0.07
H  4.94  -1.57  -1.21
H  5.43  0.03  -1.82
C  2.83  -0.18  -2.28
H  3.23  0.56  -2.99
H  3.06  -1.19  -2.65
H  1.73  -0.09  -2.26
C  4.03  -0.03  2.44
H  3.29  0.78  2.57
H  4.47  -0.24  3.43
H  4.84  0.32  1.78
C  2.40  -1.83  3.00
H  1.74  -1.04  3.38
H  1.77  -2.66  2.63
H  3.00  -2.21  3.85
C  4.39  -2.42  1.64
H  5.12  -2.15  0.87
H  4.94  -2.63  2.58
H  3.88  -3.35  1.33
C  -3.92  -1.25  2.08
H  -4.40  -2.18  2.45
H  -3.08  -1.02  2.74
H  -4.67  -0.44  2.16
C  -2.64  -2.77  0.53
H  -2.45  -3.06  -0.52
H  -1.68  -2.71  1.05
H  -3.24  -3.58  1.00
C  -4.71  -1.69  -0.28
H  -5.26  -2.57  0.10
H  -5.41  -0.84  -0.27
H  -4.43  -1.91  -1.32
C  -2.57  2.74  -0.53
H  -2.56  2.54  -1.62
H  -3.06  3.71  -0.37
H  -1.53  2.82  -0.17
C  -3.27  2.06  1.75
H  -2.23  2.07  2.11
H  -3.69  3.08  1.87
H  -3.86  1.39  2.40
C  -4.80  1.64  -0.22
H  -4.89  1.28  -1.26
H  -5.44  1.01  0.42
H  -5.21  2.67  -0.18
Pt  0.02  -0.02  0.53
C  -0.38  -1.12  2.08
O  -0.70  -1.69  3.05
N  0.28  1.31  -1.04
C  0.40  2.04  -1.95
C  0.56  2.88  -3.08
C  0.33  4.28  -2.99
C  0.96  2.31  -4.32
C  0.50  5.08  -4.12
H  0.03  4.71  -2.04
C  1.12  3.13  -5.44
H  1.13  1.23  -4.38
C  0.89  4.51  -5.35
H  0.33  6.16  -4.05
H  1.43  2.69  -6.39
H  1.02  5.15  -6.23
C  0.52  -0.80  5.12
C  0.02  -0.02  3.81
C  -0.86  1.12  4.28
O  0.02  -0.02  2.53
H  0.04  -0.45  6.06
H  1.60  -0.62  5.35
H  0.32  -1.89  5.11
H  -0.49  2.08  3.85
H  -1.90  0.93  3.94
H  -0.93  1.28  5.37

Output
E_LUMO (spin up / spin down) (eV): -3.02 / -3.02
2S+1: 3
Net charge: +1
⟨S²⟩: 2.010